ORCA calculation (ωB97M-V/def2-TZVPD) on C27H76N5O11 as an isolated structure.

The geometry in XYZ format:
```
119
C27H76N5O11 | the OMol25 dataset | ωB97M-V/def2-TZVPD
N 0.23279 0.01986 0.21558
H -0.48992 0.19944 -0.53564
H -0.13286 -0.70012 0.92582
H 0.41332 0.92267 0.73716
H 1.02661 -0.34418 -0.19167
C 3.05912 2.73253 1.28887
O 2.07748 1.98497 1.95825
H 3.59177 3.32967 1.99095
H 2.45195 3.48953 0.49736
H 3.74753 2.07874 0.76730
H 2.32320 2.29986 2.93209
C -1.41245 2.92597 -0.94128
O -0.46480 2.56178 0.09493
H -1.88349 4.01998 -0.78322
H -2.24877 2.26143 -0.73859
H -1.09645 2.79274 -2.07213
H -0.80640 2.95693 1.02701
C -1.80122 -0.81546 0.74653
O -0.61308 -1.36501 1.43569
H -1.97529 -1.13017 -0.18970
H -1.88805 0.12289 0.69510
H -2.57121 -1.26691 1.23724
H -0.82212 -2.07368 1.99886
C -0.27635 1.56156 6.99602
O -0.23775 1.40666 5.62737
C -0.76873 2.53259 4.96400
C -0.51049 2.27209 3.48436
N -0.95942 3.47269 2.74301
C 0.05082 4.47231 2.57424
C -0.41489 5.63967 1.71072
O 0.56600 6.64316 1.97818
C 0.48360 7.66285 0.98049
H 0.16485 0.47268 7.43680
H -1.20922 1.15145 7.21425
H 0.14548 2.43616 7.42761
H -0.35185 3.42563 5.50988
H -1.96640 2.57484 5.05685
H -1.10956 1.38968 3.25697
H 0.57046 2.01080 3.22149
H -1.84018 4.02200 3.25345
H 1.01764 4.19664 2.18006
H 0.29073 5.09862 3.59655
H -1.38753 6.27139 2.06852
H -0.51619 5.48073 0.52004
H 1.46689 8.30708 0.92833
H -0.35724 8.38855 1.11288
H 0.47534 7.30620 -0.06527
C -0.49715 2.38007 -5.37876
O -1.11615 1.72223 -4.32887
C -1.45532 0.38353 -4.53904
C -2.57848 0.02041 -3.46728
N -2.79830 -1.47406 -3.53662
C -3.95244 -1.63754 -2.62455
C -4.00430 -3.25840 -2.35939
O -2.63857 -3.63181 -2.06699
C -2.53057 -4.93110 -1.48393
H -1.33510 2.74032 -6.06062
H 0.29886 2.02643 -5.79535
H -0.10603 3.19016 -4.83939
H -0.47981 -0.26966 -4.61882
H -1.92922 0.27810 -5.53505
H -3.39939 0.37723 -3.68808
H -2.41888 0.33281 -2.50852
H -1.99347 -1.86856 -3.00524
H -4.84930 -1.42411 -3.01346
H -3.86965 -1.25315 -1.63774
H -4.30344 -3.80969 -3.07209
H -4.52185 -3.37494 -1.44776
H -1.64260 -5.15939 -1.50127
H -2.89424 -5.53797 -2.22270
H -3.22785 -5.09907 -0.64073
C 0.89316 5.42189 -1.53311
O 1.27708 4.37583 -2.35886
C 0.55385 3.23880 -2.05693
C 0.97711 2.10074 -3.06847
N 0.26587 0.89143 -2.84892
C 1.09077 -0.17188 -3.23120
C 0.55653 -1.54228 -3.30758
O 0.10253 -2.01779 -2.03259
C -0.49022 -3.33618 -1.97589
H 0.93577 5.27919 -0.41530
H -0.13440 5.54422 -1.82384
H 1.28093 6.36297 -1.82011
H -0.34601 3.43662 -2.20895
H 0.62440 2.90311 -1.03800
H 2.05396 1.92207 -2.85140
H 0.97361 2.42763 -4.23336
H -0.65727 0.92263 -3.28859
H 1.87177 -0.05146 -2.50202
H 1.44207 0.02341 -4.25252
H 1.41666 -2.14235 -3.80527
H -0.08320 -1.72310 -4.11755
H 0.27453 -4.01626 -2.38025
H -1.45155 -3.23697 -2.52085
H -0.80307 -3.47775 -0.91592
C 4.41548 -0.88714 1.99459
O 3.34136 -1.62879 1.42755
C 3.26199 -2.97434 1.92599
C 2.02933 -3.77555 1.28473
N 1.94566 -5.20663 1.52194
C 1.01922 -5.99179 0.65894
C 0.96878 -7.38588 1.18448
O 0.64686 -7.42858 2.53306
C 0.88894 -8.70357 3.27645
H 5.34702 -1.41680 2.09325
H 4.14437 -0.49311 2.96256
H 4.87527 -0.03208 1.46159
H 3.14646 -2.99303 3.03675
H 4.32532 -3.42574 1.93429
H 2.12968 -3.90281 0.17369
H 1.11597 -3.28794 1.19342
H 1.79559 -5.19252 2.40636
H 1.32418 -6.08789 -0.45073
H 0.03482 -5.62746 0.87883
H 1.77103 -7.95952 0.77548
H -0.03195 -7.76048 0.69719
H 0.86415 -9.41079 2.59745
H 0.23206 -8.93652 3.94408
H 1.98316 -8.54689 3.57452
```

multiplicity	1
total charge	+1
ΔE to the lowest compared entry with this formula, charge and spin	10.558	eV


ORCA calculation (ωB97M-V/def2-TZVPD) on a 11-piece molecular cluster, C27H76O11 overall.

The geometry in XYZ format:
```
114
C27H76O11 | the OMol25 dataset | ωB97M-V/def2-TZVPD
C -2.98425 -5.74073 0.32362
C -1.66726 -6.03119 -0.51694
C -1.61431 -5.19625 -1.84155
O -0.43927 -5.70033 0.17493
H -2.82764 -6.35737 1.21793
H -3.85496 -5.97048 -0.25542
H -2.96255 -4.70674 0.51104
H -1.67084 -7.09215 -0.74339
H -2.12095 -5.66341 -2.67939
H -0.53444 -5.09890 -2.12297
H -2.08166 -4.17959 -1.78487
H -0.63574 -4.87134 0.71144
C -4.48282 -1.48449 -1.50276
C -3.62491 -0.22316 -1.15936
C -3.77966 0.85382 -2.14930
O -4.14771 0.22182 0.16672
H -4.08978 -1.96715 -2.41381
H -5.59710 -1.29880 -1.56720
H -4.46870 -2.24331 -0.75641
H -2.60027 -0.58702 -0.96356
H -3.21091 1.78222 -1.89881
H -4.86155 1.14323 -2.09809
H -3.53815 0.39992 -3.06399
H -5.01060 0.59083 0.04453
C 7.15594 2.99846 0.60591
C 6.03608 3.58089 1.47527
C 6.35428 4.95944 1.98722
O 4.80281 3.63453 0.74844
H 6.91331 2.04606 0.06551
H 8.01495 2.78637 1.21568
H 7.36035 3.81242 -0.12426
H 5.83520 2.90556 2.29314
H 6.53056 5.60013 1.15400
H 7.28142 5.00922 2.60692
H 5.48306 5.39144 2.48736
H 4.99229 4.03906 -0.08007
C -2.12262 6.45067 -3.49419
C -1.98736 4.99654 -3.14252
C -2.68298 3.97864 -4.00161
O -0.57181 4.66435 -3.08083
H -3.14194 6.79557 -3.48000
H -1.80093 6.72034 -4.45901
H -1.47284 6.89211 -2.71050
H -2.29337 4.91357 -2.11207
H -2.23866 3.95277 -4.98305
H -3.73900 4.29629 -4.09666
H -2.69249 2.95599 -3.53916
H -0.38931 4.39390 -3.98588
C -1.50847 0.53080 -5.94333
C -0.16108 0.49738 -5.24860
C 1.00607 0.11494 -6.16563
O 0.13285 1.78805 -4.72752
H -1.59553 1.53345 -6.35216
H -2.30366 0.47708 -5.19955
H -1.61136 -0.27566 -6.73145
H -0.14985 -0.27443 -4.45108
H 0.93432 -0.96040 -6.38391
H 1.95187 0.29495 -5.60589
H 0.95254 0.59728 -7.10739
H 0.32676 1.69699 -3.80180
C -3.15946 -2.70033 2.97780
C -1.72012 -2.42752 2.40033
C -0.88173 -1.84584 3.54544
O -1.20266 -3.70032 2.00169
H -3.46834 -1.83867 3.49467
H -3.13379 -3.55213 3.64055
H -3.78755 -2.81224 2.08109
H -1.68760 -1.68786 1.60042
H -0.74362 -2.54721 4.34391
H -1.37670 -0.97369 3.86703
H 0.05203 -1.61833 3.10289
H -0.22959 -3.69757 2.21613
C 0.77706 -1.37409 -0.59388
C 0.90569 -0.09078 0.23915
C 2.14678 0.71806 -0.01467
O -0.31421 0.67225 -0.03742
H 0.82536 -1.14164 -1.69206
H -0.24501 -1.77985 -0.33252
H 1.47445 -2.17583 -0.31474
H 0.82154 -0.33737 1.30947
H 3.02485 0.10751 0.28268
H 2.05766 1.56309 0.60312
H 2.14365 0.95201 -1.07399
H -0.17483 1.58646 -0.30863
C 2.39512 2.61244 3.91785
C 1.27274 2.63339 2.97606
C -0.02227 3.07937 3.55083
O 1.66233 3.46675 1.90795
H 3.28532 2.24091 3.45554
H 2.13037 1.93917 4.76439
H 2.56239 3.65225 4.22152
H 1.04220 1.60242 2.65865
H -0.32144 2.45297 4.41108
H -0.89872 3.14106 2.89054
H 0.04919 4.10356 3.83400
H 2.61918 3.46036 1.77995
C 0.93120 -4.81041 4.75604
C 2.07184 -4.89945 3.67908
C 2.03519 -6.22105 2.91463
O 1.92475 -3.78829 2.78818
H 1.11902 -5.55247 5.53147
H 0.02666 -4.95480 4.19377
H 0.95112 -3.79746 5.15194
H 3.05779 -4.82036 4.14100
H 1.09270 -6.39514 2.24817
H 2.00518 -7.03949 3.62198
H 2.87286 -6.37249 2.27464
H 2.59030 -3.87110 2.13912
O 0.26279 3.39653 -0.44649
H 0.27474 3.88215 -1.28183
H 0.87637 3.79007 0.17051
O -2.25699 1.29488 2.05755
H -3.02319 0.94444 1.64214
H -1.48796 1.15749 1.44760
```

SMILES string	CC(C)O.CC(C)O.CC(C)O.CC(C)O.CC(C)O.CC(C)O.CC(C)O.CC(C)O.CC(C)O.O.O
multiplicity	1
ΔE to the lowest compared entry with this formula, charge and spin	0.848	eV


ORCA calculation (ωB97M-V/def2-TZVPD) on a 11-piece molecular cluster, C27H76O17 overall.

The geometry in XYZ format:
```
120
C27H76O17 | the OMol25 dataset | ωB97M-V/def2-TZVPD
C 0.73266 3.84111 -5.11624
O -0.59692 4.17526 -5.07096
C -1.42609 3.71765 -6.22183
C -2.91278 4.05025 -6.21222
O -3.03890 5.46156 -6.21297
C -3.95992 5.94836 -5.21699
H 0.91668 2.77138 -5.21584
H 1.23042 4.04091 -4.16733
H 1.33337 4.30182 -5.90045
H -1.24652 2.64765 -6.32650
H -0.87192 3.92465 -7.13732
H -3.39193 3.57892 -5.35409
H -3.33306 3.61685 -7.11975
H -4.80349 5.30139 -4.97633
H -4.39575 6.90975 -5.48880
H -3.47049 6.08951 -4.25335
C -6.60834 -1.28673 -2.72825
O -7.97104 -1.52824 -2.55784
C -8.83495 -1.00514 -3.60657
C -9.08411 0.45578 -3.35513
O -9.45269 0.76617 -2.07100
C -8.84617 1.85778 -1.39621
H -5.93781 -1.42597 -1.88025
H -6.42384 -0.22821 -2.91156
H -6.25373 -1.91056 -3.54872
H -9.76903 -1.56427 -3.55201
H -8.38483 -1.19064 -4.58181
H -9.74860 0.83950 -4.12930
H -8.15881 0.99223 -3.56516
H -9.23829 1.89397 -0.37983
H -9.06518 2.78407 -1.92734
H -7.76490 1.73836 -1.32747
C -2.69273 -6.89897 -9.55850
O -2.47139 -5.48385 -9.26225
C -1.21313 -5.24746 -8.61819
C -0.95739 -3.69665 -8.34736
O 0.33560 -3.47636 -7.73183
C 1.36988 -3.82968 -8.55337
H -3.52094 -7.26298 -10.16650
H -2.88782 -7.45921 -8.64407
H -1.86816 -7.33699 -10.12094
H -0.50748 -5.57956 -9.37969
H -1.08833 -5.79301 -7.68284
H -1.71497 -3.32080 -7.65969
H -1.09512 -3.08982 -9.24229
H 1.34645 -4.90895 -8.70414
H 2.23937 -3.54610 -7.96034
H 1.15557 -3.33729 -9.50190
C 4.41402 3.15269 9.92967
O 3.57876 4.20611 9.44524
C 4.11215 4.98977 8.40567
C 4.45270 4.36083 7.06134
O 3.34089 3.61146 6.60786
C 3.46255 2.20741 6.50055
H 3.91356 2.51365 10.65718
H 5.36683 3.51207 10.31838
H 4.73328 2.50108 9.11629
H 4.90016 5.50073 8.95890
H 3.23468 5.63130 8.32449
H 5.28418 3.66201 7.15293
H 4.64764 5.05886 6.24718
H 2.54543 1.77891 6.09637
H 3.60404 1.61419 7.40397
H 4.36275 2.00697 5.91955
C -3.65587 2.61361 7.24063
O -5.00211 2.76942 6.91859
C -5.75416 1.58994 7.19653
C -5.62442 0.44651 6.18265
O -5.74277 0.90688 4.80453
C -4.62477 1.50293 4.16284
H -3.06365 3.44774 6.86432
H -3.19219 1.73359 6.79490
H -3.52171 2.64402 8.32190
H -6.78522 1.94314 7.18028
H -5.55497 1.31337 8.23188
H -6.45023 -0.24671 6.34256
H -4.70187 -0.11557 6.32783
H -4.42649 1.24339 3.12293
H -3.67655 1.27430 4.64936
H -4.72944 2.58583 4.22955
C 9.87437 1.38229 1.95062
O 10.52015 0.21733 2.38238
C 10.44859 -0.95214 1.63900
C 8.95529 -1.40966 1.45505
O 8.77583 -2.71080 1.04158
C 9.23586 -3.10689 -0.26365
H 9.63140 1.40028 0.88819
H 10.48596 2.23589 2.24289
H 8.93090 1.55470 2.46855
H 10.97887 -1.84162 1.97919
H 11.02612 -0.82520 0.72333
H 8.34093 -0.74055 0.85260
H 8.44662 -1.41121 2.41908
H 10.30751 -3.06177 -0.06965
H 8.88640 -2.64025 -1.18465
H 9.00703 -4.16833 -0.35886
C 0.22315 4.97822 0.92869
O -0.91391 5.34316 0.11372
H 1.11499 5.43521 0.49990
H 0.00955 5.30004 1.94796
H 0.45585 3.91380 0.95978
H -0.63924 4.96076 -0.72290
C 1.66507 -1.57649 -0.54116
O 0.67028 -1.60423 0.36317
H 1.40721 -1.83827 -1.56736
H 1.83529 -0.50120 -0.59485
H 2.58906 -2.12652 -0.36282
H 0.48375 -2.54262 0.44208
C 3.30355 -5.43661 5.07844
O 3.17568 -6.65778 4.40902
H 3.47309 -4.58926 4.41410
H 2.32497 -5.17587 5.48156
H 3.99875 -5.53925 5.91167
H 2.72932 -6.48139 3.57760
O 3.10425 -7.32853 -1.59620
H 3.11842 -8.05648 -0.97481
H 2.18446 -7.06690 -1.63842
O -1.42332 -6.65876 1.23790
H -1.67768 -7.27347 0.54965
H -2.16401 -6.65741 1.84420
```

SMILES string	COCCOC.COCCOC.COCCOC.COCCOC.COCCOC.COCCOC.CO.CO.CO.O.O
multiplicity	1
ΔE to the lowest compared entry with this formula, charge and spin	11.828	eV


ORCA calculation (ωB97M-V/def2-TZVPD) on a 15-piece molecular cluster, C27H76O33S7 overall.

The geometry in XYZ format:
```
143
C27H76O33S7 | the OMol25 dataset | ωB97M-V/def2-TZVPD
O -25.81758 -23.67294 -4.50326
S -27.17724 -23.62386 -4.99234
O -28.00115 -24.78003 -4.61946
O -27.91651 -22.18618 -4.56522
C -29.30610 -22.14954 -4.80792
C -29.47981 -21.00218 -5.91274
C -27.22062 -23.52977 -6.85647
H -29.81946 -22.01637 -3.85564
H -29.73038 -23.07339 -5.20111
H -30.55129 -20.97872 -6.11148
H -29.10558 -21.53676 -6.78582
H -29.11272 -19.99628 -5.70899
H -26.73904 -24.27529 -7.48922
H -26.74799 -22.56585 -7.04509
H -28.23944 -23.44824 -7.23526
O -15.81628 -17.75850 1.97570
S -16.81235 -18.75803 2.21133
O -16.62738 -20.17466 1.89585
O -17.07027 -18.69482 3.83107
C -17.33136 -17.45079 4.46303
C -16.42028 -17.27902 5.63492
C -18.51172 -18.17835 1.67897
H -18.36955 -17.46297 4.79487
H -17.21958 -16.61348 3.77418
H -16.60451 -16.31029 6.09939
H -15.35707 -17.46857 5.48739
H -16.75203 -18.05056 6.32973
H -18.80880 -17.22371 2.11315
H -19.27246 -18.84594 2.08356
H -18.56362 -18.27689 0.59468
O -30.32523 -21.14289 3.54897
S -29.81785 -19.86620 3.16721
O -30.58999 -18.69611 3.71841
O -28.17682 -19.68813 3.42284
C -27.36633 -20.87922 3.29031
C -26.52884 -20.76347 1.96771
C -29.86453 -19.81455 1.30455
H -27.90007 -21.82886 3.25292
H -26.56410 -20.89275 4.02811
H -27.16315 -20.60456 1.09565
H -25.93325 -21.65594 1.77568
H -25.87483 -19.89212 2.00137
H -29.65914 -20.82841 0.96100
H -29.12233 -19.09774 0.95324
H -30.80260 -19.46182 0.87595
O -21.01804 -17.52896 3.26105
S -22.19035 -16.71506 3.21583
O -23.48330 -17.10358 2.72227
O -22.58224 -16.16286 4.73875
C -21.41235 -15.69150 5.48204
C -21.93993 -14.65048 6.46957
C -21.69818 -15.15117 2.39656
H -20.57506 -15.23899 4.95075
H -20.99359 -16.52411 6.04728
H -21.46031 -14.69747 7.44725
H -23.02077 -14.65507 6.61051
H -21.64491 -13.67798 6.07547
H -20.63139 -15.15563 2.17286
H -21.98187 -14.36217 3.09306
H -22.27484 -15.05996 1.47610
O -20.41924 -20.67244 1.37439
S -21.34059 -20.70522 0.22497
O -20.80215 -20.32607 -1.09580
O -22.01351 -22.25775 -0.03310
C -22.84359 -22.49831 -1.15318
C -22.97091 -23.98264 -1.74622
C -22.89666 -19.77036 0.72370
H -22.49140 -21.78811 -1.90130
H -23.78969 -22.15842 -0.73190
H -22.07487 -24.22841 -2.31614
H -23.80618 -24.01728 -2.44568
H -23.31392 -24.63415 -0.94250
H -23.64421 -20.09579 0.00026
H -22.78931 -18.71544 0.47125
H -23.21140 -19.89189 1.76017
O -23.09448 -21.17907 3.98875
S -22.46625 -21.91135 5.09423
O -22.90678 -23.26420 5.34316
O -20.78181 -21.96242 4.94436
C -20.04237 -20.78940 4.65320
C -19.09543 -20.58395 5.88265
C -22.56174 -20.84293 6.57486
H -20.77013 -19.98252 4.56699
H -19.40683 -20.89125 3.77354
H -19.58382 -20.85105 6.81978
H -18.77933 -19.55384 6.04711
H -18.27183 -21.29446 5.81226
H -22.09849 -19.86562 6.43933
H -21.88899 -21.34618 7.26929
H -23.56469 -20.67161 6.96581
O -28.04995 -28.45570 1.94240
S -27.30982 -28.83944 0.77904
O -27.59023 -30.07242 0.06865
O -27.48417 -27.58293 -0.32482
C -27.23577 -27.70884 -1.65017
C -26.15873 -26.60124 -1.91043
C -25.50618 -28.88858 1.04711
H -28.17295 -27.33480 -2.06238
H -26.89552 -28.65708 -2.06630
H -26.57700 -25.72225 -1.42000
H -26.03948 -26.39576 -2.97422
H -25.23313 -26.88599 -1.41013
H -25.08632 -27.89772 1.22043
H -25.16677 -29.35296 0.12123
H -25.33568 -29.53916 1.90488
O -20.50544 -18.42208 -3.69389
H -21.40386 -18.60854 -3.42131
H -19.96056 -18.85037 -3.03366
O -23.57012 -22.10732 -5.03394
H -23.65857 -22.01422 -5.98249
H -24.32075 -22.64148 -4.77420
O -26.18439 -19.80007 -1.15913
H -25.55998 -19.11943 -1.41031
H -27.03523 -19.45852 -1.43419
O -18.38318 -21.23117 -1.48312
H -19.27123 -20.90892 -1.32899
H -18.45640 -22.18248 -1.40640
O -24.14227 -18.17343 -2.06676
H -23.93259 -18.48964 -2.94556
H -23.57458 -17.41264 -1.94366
O -17.88298 -22.85642 1.90005
H -18.49004 -23.36781 2.43502
H -18.33171 -22.02289 1.75824
C -22.51103 -24.54849 2.28534
C -21.04455 -24.67390 2.33276
O -20.74750 -25.91478 1.76340
C -21.89945 -26.45612 1.28131
O -22.07589 -27.54773 0.71572
O -22.93873 -25.60379 1.39929
H -22.78967 -23.54227 1.97234
H -23.05516 -24.66667 3.22238
H -20.65816 -24.84732 3.33712
H -20.46314 -23.93771 1.77770
C -21.48054 -27.06284 -2.72804
C -20.76027 -28.41797 -2.86573
O -21.71950 -29.08225 -3.58066
C -22.84311 -28.64959 -3.21430
O -23.93989 -29.15673 -3.51782
O -22.76658 -27.61169 -2.42879
H -21.34883 -26.43632 -3.61021
H -21.01627 -26.62230 -1.84571
H -20.48302 -28.91628 -1.93679
H -19.81106 -28.39509 -3.40105
```

multiplicity	1


Ordered max |F| results: 10.3, 3.8, 3.8, 8.3; unit eV Å⁻¹.
Ordered LUMO results: -2.0680, 0.5133, 0.0286, -0.5530; unit eV.